Arrangement P

This record from the OMol25 dataset describes 2 unconnected molecules or ions with the total composition CH3NO3. The level of theory is the ωB97M-V functional and the def2-TZVPD basis.

Orbital gap (alpha / beta)   7.258 / 7.285 eV

The geometry in ORCA input format:
```
! RIJCOSX wB97M-V def2-TZVPD def2/J DEFGRID3
* xyz 0 1
O -0.56133 -0.76549 -1.18737
O -1.41924 1.78247 0.18916
H 0.15172 -1.07467 1.18934
C 0.91110 -1.04392 0.41629
H -1.12722 2.48013 -0.42627
N 0.63866 -1.00091 -0.87311
O -0.54645 0.76824 0.00758
H 1.95276 -1.14585 0.68438
*
```

Arrangement Q

This record from the OMol25 dataset describes a single CH3NO3 molecule. The level of theory is the ωB97M-V functional and the def2-TZVPD basis.

Orbital gap   10.374 eV
SMILES   O=C(O)NO

The geometry in ORCA input format:
```
! RIJCOSX wB97M-V def2-TZVPD def2/J DEFGRID3
* xyz 0 1
N -0.24212 -0.13494 -0.76594
C 0.71423 -0.41156 0.21187
O 1.76053 -0.97551 -0.07888
H -0.51354 1.58204 -0.13970
H -0.67415 -0.00250 1.35702
H -0.04429 -0.36519 -1.73521
O -1.19029 0.75660 -0.30460
O 0.18962 -0.44893 1.45544
*
```

In order of decreasing stability: arrangement Q, arrangement P.

Arrangement P

This record from the OMol25 dataset describes 2 unconnected molecules or ions with the total composition CH3NO3. The level of theory is the ωB97M-V functional and the def2-TZVPD basis.

Orbital gap   9.639 eV

The geometry in ORCA input format:
```
! RIJCOSX wB97M-V def2-TZVPD def2/J DEFGRID3
* xyz 0 1
H 1.43764 -0.48375 0.85673
H -0.43311 1.48249 0.28904
O 0.52311 -0.47785 1.34519
C -0.41299 -0.17254 0.48115
O -0.82642 -0.11793 -1.80072
N -0.01841 -0.02448 -0.90110
O 1.15116 0.18279 -1.00989
H -1.42098 -0.38873 0.73959
*
```

Arrangement Q

This record from the OMol25 dataset describes 2 unconnected molecules or ions with the total composition CH3NO3. The level of theory is the ωB97M-V functional and the def2-TZVPD basis.

Orbital gap   8.387 eV

The geometry in ORCA input format:
```
! RIJCOSX wB97M-V def2-TZVPD def2/J DEFGRID3
* xyz 0 1
O -0.04764 -0.65928 -2.37656
N 0.63672 -0.39634 -1.44831
H -0.94135 0.86351 -1.00767
O 1.74452 -0.68609 -1.21447
O -0.16011 -0.98906 1.09409
H 0.48914 1.13611 0.22750
C -0.00649 0.56334 -0.60887
H -0.96691 -1.39152 1.00762
*
```

Arrangement R

This record from the OMol25 dataset describes 2 unconnected molecules or ions with the total composition CH3NO3. The level of theory is the ωB97M-V functional and the def2-TZVPD basis.

Orbital gap   10.195 eV
SMILES   N=C=O.OO

The geometry in ORCA input format:
```
! RIJCOSX wB97M-V def2-TZVPD def2/J DEFGRID3
* xyz 0 1
O -1.20883 0.39278 -1.92572
H 0.22218 -0.92241 -1.51655
N -0.95144 1.76588 -0.04737
O 0.76565 -0.54357 0.25691
C -1.06204 1.07257 -0.98249
H -1.27153 2.51853 0.46287
H 1.09721 -1.11340 1.05994
O 0.81659 -1.43808 -0.81461
*
```

Arrangement S

This record from the OMol25 dataset describes 2 unconnected molecules or ions with the total composition CH3NO3. The level of theory is the ωB97M-V functional and the def2-TZVPD basis.

Orbital gap   9.245 eV

The geometry in ORCA input format:
```
! RIJCOSX wB97M-V def2-TZVPD def2/J DEFGRID3
* xyz 0 1
O 2.46716 -0.32745 -0.00781
C -1.29936 0.50012 0.30152
O 1.90843 -1.56103 -0.39395
O 0.28835 0.11468 -0.77098
N 1.11873 -0.53999 0.05378
H -0.93103 0.44969 1.30145
H -2.01432 -0.10769 -0.31483
H -1.53795 1.47168 -0.16919
*
```

In order of decreasing stability: arrangement R, arrangement P, arrangement Q, arrangement S.

Arrangement P

This record from the OMol25 dataset describes 2 unconnected molecules or ions with the total composition C2H9N2. The level of theory is the ωB97M-V functional and the def2-TZVPD basis.

Orbital gap   6.568 eV

The geometry in ORCA input format:
```
! RIJCOSX wB97M-V def2-TZVPD def2/J DEFGRID3
* xyz 1 1
C 0.32045 0.46496 -0.96143
N -1.49262 -1.05506 -0.26585
H 2.04383 0.53803 2.03993
H -1.74225 1.03599 -0.33185
H 0.66717 1.44482 -1.22927
H -0.82261 0.39209 0.97713
C -0.88915 0.31307 -0.14549
H 0.60435 -0.39136 -1.56126
H 1.85456 -0.76648 1.13854
H -0.70935 -1.60271 -0.63777
H 1.01495 0.60616 0.51877
N 1.33134 0.05406 1.46011
H -2.18067 -1.03358 -1.00156
*
```

Arrangement Q

This record from the OMol25 dataset describes 2 unconnected molecules or ions with the total composition C2H9N2. The level of theory is the ωB97M-V functional and the def2-TZVPD basis.

Orbital gap   12.073 eV

The geometry in ORCA input format:
```
! RIJCOSX wB97M-V def2-TZVPD def2/J DEFGRID3
* xyz 1 1
H -0.40882 -0.68949 0.43115
N -1.98135 0.17463 1.41895
H 1.20854 -1.07421 -1.35807
N -0.98171 1.07444 -0.45949
H -1.21891 2.03044 -0.23198
C -1.12373 0.12429 0.42947
H 2.32929 -1.62068 -0.13037
C 2.11296 -0.81113 -0.82274
H 2.93965 -0.62050 -1.49632
H 1.99772 0.09968 -0.24219
H -0.45040 0.93700 -1.30590
H -2.33539 1.04151 1.80030
H -2.08787 -0.66598 1.96720
*
```

In order of decreasing stability: arrangement Q, arrangement P.

Arrangement P

This record from the OMol25 dataset describes a single C7H8O3 molecule. The level of theory is the ωB97M-V functional and the def2-TZVPD basis.

Orbital gap (alpha / beta)   7.649 / 7.646 eV

The geometry in ORCA input format:
```
! RIJCOSX wB97M-V def2-TZVPD def2/J DEFGRID3
* xyz 0 1
H 2.83504 0.37295 0.72828
C -0.13406 -1.51164 0.44009
O -1.02885 2.02566 0.71510
C 1.75139 0.26342 0.67076
C -2.36609 -0.06463 0.02237
C -1.14176 0.77218 0.27184
H 1.25635 0.54849 1.58847
H -3.25602 0.10929 0.61697
C 1.14957 -1.00834 0.02259
C 1.08962 0.38496 -0.62694
H 2.60370 1.17009 -1.55594
O 1.74785 0.75516 -1.74586
O -2.75386 -0.48302 -1.23927
H 1.84919 -1.73441 -0.37572
H -0.35720 -2.56450 0.42258
C -1.08742 -0.56362 0.63658
H -1.96511 -0.62347 -1.77737
H -0.19235 2.15143 1.18548
*
```

Arrangement Q

This record from the OMol25 dataset describes a single C7H8O3 molecule. The level of theory is the ωB97M-V functional and the def2-TZVPD basis.

Orbital gap   9.618 eV
SMILES   CCc1occc(=O)c1O

The geometry in ORCA input format:
```
! RIJCOSX wB97M-V def2-TZVPD def2/J DEFGRID3
* xyz 0 1
C -2.13303 -0.84296 1.28684
C -2.02789 0.57972 0.93140
H 1.01744 0.78216 -1.96504
C 2.45541 0.18575 -0.43897
C -1.22369 -1.72883 0.90034
O -0.88742 2.14624 -0.47758
O -2.73570 1.49093 1.28907
O -0.04062 -1.35314 0.30134
H 0.02681 2.25689 -0.75335
H 2.58492 -0.56848 0.31762
H 1.27515 -0.99707 -1.66475
H -1.33472 -2.79802 1.06930
H -3.03116 -1.11973 1.80279
C -0.88297 0.86947 0.03130
H 3.28444 0.08467 -1.13484
H 2.56025 1.14361 0.00606
C 1.14346 -0.02343 -1.19008
C -0.05070 -0.10777 -0.31148
*
```

In order of decreasing stability: arrangement Q, arrangement P.

Arrangement P

This record from the OMol25 dataset describes a molecular structure, C2H4P2. The level of theory is the ωB97M-V functional and the def2-TZVPD basis.

Orbital gap   8.729 eV

The geometry in ORCA input format:
```
! RIJCOSX wB97M-V def2-TZVPD def2/J DEFGRID3
* xyz 0 1
C 1.52215 -0.40226 -0.00451
H -2.96530 0.33899 -0.61025
P -1.68537 0.61149 0.10203
H -0.75917 -1.54881 1.47713
H -1.25611 1.07348 -1.15618
P -0.68120 -1.29558 -0.06298
C 2.43158 0.32251 0.17309
H 3.39342 0.90018 0.08167
*
```

Arrangement Q

This record from the OMol25 dataset describes 2 unconnected molecules or ions with the total composition C2H4P2. The level of theory is the ωB97M-V functional and the def2-TZVPD basis.

Orbital gap   9.762 eV
SMILES   C#P.C=P

The geometry in ORCA input format:
```
! RIJCOSX wB97M-V def2-TZVPD def2/J DEFGRID3
* xyz 0 1
C -2.08372 -0.08776 0.08736
C 0.95851 0.01408 -0.44662
P -3.08501 -1.24716 0.09720
H 1.00648 0.92143 -1.02140
P 1.73217 -0.52851 0.92993
H 0.22828 -0.57831 -0.98173
H 2.64266 0.64098 1.15945
H -1.39937 0.86524 0.17581
*
```

In order of decreasing stability: arrangement Q, arrangement P.

Arrangement P

This record from the OMol25 dataset describes a single C5H13NOS molecule. The level of theory is the ωB97M-V functional and the def2-TZVPD basis.

Orbital gap   8.288 eV
SMILES   CC=[S@@](C)(=O)N(C)C

The geometry in ORCA input format:
```
! RIJCOSX wB97M-V def2-TZVPD def2/J DEFGRID3
* xyz 0 1
H -0.76641 -0.56288 1.49989
H -2.20474 -0.52106 -1.62529
H -1.38025 -2.25008 1.04913
C 3.01974 0.33651 0.81152
C -0.60225 1.90436 -0.32568
H -1.43494 1.67169 -1.10559
H -1.27646 -2.14240 -1.62669
H -0.09037 2.82983 -0.52320
H 3.07604 0.54499 -0.23153
O 1.05966 0.52687 -1.76342
H 3.57213 1.05891 1.36281
C -1.16901 -1.05702 -1.66265
H 0.92504 0.26289 1.91491
N -0.56276 -0.80749 -0.45547
C -1.36211 -1.07994 0.76735
H -2.39442 -0.57554 0.79003
H -1.01254 1.99793 0.70459
C 1.63414 0.79336 1.08685
H 3.42478 -0.69222 0.94663
S 0.49586 0.45133 -0.42801
H -0.66260 -0.78679 -2.58027
*
```

Arrangement Q

This record from the OMol25 dataset describes 2 unconnected molecules or ions with the total composition C5H13NOS. The level of theory is the ωB97M-V functional and the def2-TZVPD basis.

Orbital gap   7.824 eV

The geometry in ORCA input format:
```
! RIJCOSX wB97M-V def2-TZVPD def2/J DEFGRID3
* xyz 0 1
H -1.62658 1.31720 -2.14228
C -1.41489 -0.72061 -1.78944
S -0.89971 -0.69094 -3.48732
O 0.47043 -1.14508 3.47493
H -1.93135 0.80731 -0.42123
C 0.96656 -0.91778 2.05308
H 0.70956 1.09271 2.16776
C 0.22213 1.23789 -1.03632
H 0.75256 -0.93895 -2.33465
C -1.16483 0.77759 -1.25549
C 0.41659 0.32623 1.41112
H 0.34916 2.37801 -0.90640
H 1.91454 0.77194 -0.01080
H 2.06358 -1.16433 1.97394
H 0.49396 -1.79409 1.50569
H 1.06398 -0.70338 4.10198
H 0.77695 0.94559 -1.93899
H -0.69186 0.34440 1.42568
H -0.99766 -1.50854 -1.06714
N 0.94873 0.44442 -0.00023
H -2.42188 -0.85956 -1.72389
*
```

In order of decreasing stability: arrangement Q, arrangement P.